Entry from OMol25: C24H34CoNO4P2 as an isolated structure in a non-equilibrium geometry (ωB97M-V/def2-TZVPD).

Properties
**Gap between HOMO and LUMO (alpha / beta)**: 3.6 / 8.1 eV
**Spin multiplicity**: 5
**Total charge**: 0
**Expectation value of S²**: 6.036
**LUMO (alpha / beta)**: 0.03 / 0.00 eV
**HOMO (alpha / beta)**: -0.1319 / -0.2959 Ha
**Electronic energy**: -91319.607 eV

The geometry in XYZ format:
```
66
Properties=species:S:1:pos:R:3:mulliken_charge:R:1
C -0.867 2.298 -3.352 -0.51
C -0.879 1.295 -2.374 0.22
N 0.197 1.033 -1.617 0.50
C 1.377 1.604 -1.908 0.05
C 1.440 2.639 -2.827 -0.35
C 0.300 3.038 -3.514 -1.03
C -2.204 0.711 -1.946 -1.53
P -1.930 -0.663 -0.676 1.33
Co -0.157 -0.217 0.245 -0.58
P 2.749 -0.515 -0.600 0.82
C 2.652 1.187 -1.173 -1.05
C -0.200 -2.113 0.824 0.12
C -0.715 -2.048 2.122 0.18
C -0.608 -3.134 3.000 -0.99
C 0.038 -4.300 2.570 -0.52
C 0.566 -4.378 1.276 -0.59
C 0.458 -3.280 0.394 0.51
O -2.268 -1.767 -5.749 -0.63
O 0.799 -2.212 -3.755 -0.52
H -1.781 2.591 -3.865 0.46
H 2.413 3.124 -2.953 0.40
H 0.364 3.838 -4.240 0.35
C -3.058 0.208 0.511 -1.91
C -2.705 -2.170 -1.232 -1.27
H 3.523 1.261 -1.849 0.54
H 2.761 1.829 -0.282 0.42
H -2.765 0.197 -2.705 0.53
H -2.909 1.418 -1.525 0.45
C 3.425 -0.772 1.000 -1.31
C 3.284 -1.629 -1.849 -1.08
H -1.203 -1.117 2.419 0.25
H -1.033 -3.033 4.006 0.36
H 0.129 -5.135 3.277 0.33
H 1.065 -5.313 0.967 0.36
H 0.858 -3.351 -0.627 0.47
H -0.040 -2.259 -4.277 0.15
H 1.176 -3.103 -3.972 0.30
H -1.336 -1.584 -5.551 0.30
H -2.607 -0.888 -5.939 0.33
H 1.393 -0.780 0.034 0.12
H -3.949 0.383 -0.127 0.58
H -3.273 -0.471 1.355 0.35
H -2.586 1.162 0.862 0.39
H -3.786 -1.967 -1.205 0.45
H -2.327 -2.439 -2.233 0.31
H -2.432 -2.945 -0.498 0.36
H 4.345 -1.378 -1.953 0.45
H 3.208 -2.643 -1.451 0.44
H 2.627 -1.544 -2.731 0.21
H 4.461 -0.946 0.740 0.52
H 3.214 0.108 1.607 0.39
H 2.945 -1.644 1.459 0.31
O 1.204 0.323 2.861 -0.69
C 0.533 1.262 2.402 0.44
O 0.163 1.388 1.139 -0.60
C 0.024 2.348 3.265 0.40
C -0.792 3.307 2.665 -0.24
C -1.314 4.339 3.422 -0.74
C -0.991 4.399 4.785 -0.36
C -0.150 3.440 5.394 -0.62
C 0.357 2.386 4.631 -0.28
H -0.971 3.224 1.593 0.36
H -1.951 5.065 2.913 0.39
H -1.386 5.226 5.364 0.37
H 0.112 3.513 6.447 0.39
H 1.016 1.597 5.006 0.44
```

Entry from OMol25: one molecule with the formula C3H6N2O2S in a non-equilibrium geometry (ωB97M-V/def2-TZVPD).

Properties
**Gap between HOMO and LUMO (alpha / beta)**: 8.8 / 7.7 eV
**ΔE to the lowest compared entry with this formula, charge and spin**: 185.2 kJ/mol
**Spin multiplicity**: 3
**Total charge**: 0
**Expectation value of S²**: 2.009
**LUMO (alpha / beta)**: 0.72 / -1.54 eV
**HOMO (alpha / beta)**: -0.2973 / -0.3408 Ha
**Electronic energy**: -21112.717 eV

The geometry in XYZ format:
```
14
Properties=species:S:1:pos:R:3:mulliken_charge:R:1
C 0.640 -0.067 -0.556 -0.53
C -0.753 -0.678 -0.934 -0.57
C 0.443 1.029 0.403 -0.45
N -0.792 -1.377 -2.276 -0.21
N 0.359 0.901 1.663 0.73
O 0.171 1.730 2.535 -0.71
O 0.442 -0.470 2.107 -0.47
S -1.632 -0.811 -3.424 -0.02
H 1.352 -0.742 -0.124 0.30
H 1.102 0.234 -1.482 0.34
H -0.954 -1.496 -0.201 0.23
H -1.501 0.092 -0.818 0.51
H 0.493 1.968 -0.039 0.49
H 0.630 -0.312 3.146 0.37
```

Entry from OMol25: one molecule with the formula C7H12 in a non-equilibrium geometry (ωB97M-V/def2-TZVPD).

Properties
**Gap between HOMO and LUMO**: 10.4 eV
**ΔE to the lowest compared entry with this formula, charge and spin**: 190.8 kJ/mol
**Spin multiplicity**: 1
**Total charge**: 0
**LUMO**: 1.03 eV
**HOMO**: -0.3429 Ha
**Electronic energy**: -7451.454 eV
**Structure (SMILES)**: C=CCC(=C)CC

The geometry in XYZ format:
```
19
Properties=species:S:1:pos:R:3:mulliken_charge:R:1
C 2.149 1.334 0.526 -1.07
C 0.766 1.380 -0.177 -0.68
C 0.297 0.043 -0.697 0.63
C 1.005 -0.578 -1.625 -0.98
C -1.147 -0.268 -0.378 -0.96
C -1.369 -1.123 0.860 -0.06
C -2.580 -1.627 1.105 -0.76
H 2.044 0.750 1.439 0.28
H 2.805 0.839 -0.185 0.28
H 2.430 2.251 1.056 0.37
H 0.873 2.230 -0.860 0.32
H 0.067 1.694 0.615 0.29
H 0.740 -1.593 -1.926 0.27
H 1.922 -0.254 -2.098 0.32
H -1.499 -0.925 -1.178 0.40
H -1.742 0.644 -0.435 0.48
H -0.545 -1.200 1.561 0.34
H -2.806 -2.345 1.880 0.27
H -3.410 -1.251 0.516 0.26
```

Entry from OMol25: H29MnO16P as an isolated structure in a non-equilibrium geometry (ωB97M-V/def2-TZVPD).

Properties
**Gap between HOMO and LUMO (alpha / beta)**: 4.7 / 8.6 eV
**ΔE to the lowest compared entry with this formula, charge and spin**: 36.6 kJ/mol
**Spin multiplicity**: 7
**Total charge**: +3
**Expectation value of S²**: 12.003
**LUMO (alpha / beta)**: -9.96 / -10.65 eV
**HOMO (alpha / beta)**: -0.5399 / -0.7056 Ha
**Electronic energy**: -73811.853 eV

The geometry in XYZ format:
```
47
Properties=species:S:1:pos:R:3:mulliken_charge:R:1
O 0.017 -2.778 -0.790 -0.31
H 0.954 -2.786 -0.582 0.44
H -0.091 -2.516 -1.708 0.38
H -0.386 -2.139 -0.198 0.32
O 2.556 -0.472 -2.612 -0.12
H 2.448 -1.321 -3.046 0.37
H 2.114 -0.474 -1.760 0.48
H 2.288 0.228 -3.211 0.26
O -0.989 0.406 -3.096 -0.38
H -0.697 0.752 -2.249 0.18
H -0.417 0.788 -3.765 0.38
H -0.779 -0.531 -3.116 0.32
O 3.049 1.160 0.838 -0.24
H 2.178 0.855 1.103 0.27
H 3.567 0.375 0.642 0.46
H 2.984 1.806 0.131 0.43
O 0.312 3.421 -1.821 -0.32
H 0.361 3.028 -2.695 0.36
H -0.127 2.851 -1.185 0.20
H 1.221 3.461 -1.515 0.44
Mn -0.797 -0.347 2.383 0.43
P 0.194 0.149 0.096 0.24
O 1.435 -0.548 -0.502 -1.04
O -0.489 1.116 -0.886 -0.17
O 0.504 0.828 1.468 -0.91
O -0.832 -0.948 0.520 -0.04
O -0.075 3.415 2.351 -0.60
H -0.582 3.584 1.557 0.28
H 0.306 2.548 2.213 0.41
O -1.758 -2.204 2.895 -0.46
H -2.447 -2.606 3.425 0.30
H -1.280 -2.944 2.521 0.30
O -2.990 1.897 -0.387 -0.67
H -2.151 1.461 -0.532 0.34
H -3.631 1.335 -0.824 0.35
O -2.430 0.920 2.125 -0.41
H -3.292 0.567 2.350 0.31
H -2.619 1.699 1.603 0.28
O -2.950 -1.214 -1.169 -0.66
H -3.672 -1.634 -0.703 0.34
H -2.358 -0.918 -0.477 0.30
O 0.909 -1.613 2.887 -0.48
H 1.104 -2.235 3.588 0.32
H 1.554 -1.808 2.207 0.50
O 2.476 -2.260 1.010 -0.75
H 3.090 -2.793 0.504 0.37
H 2.219 -1.558 0.412 0.17
```

Entry from OMol25: C28H23IrN8O10S2 as an isolated structure in a non-equilibrium geometry (ωB97M-V/def2-TZVPD).

Properties
**Gap between HOMO and LUMO (alpha / beta)**: 7.6 / 5.1 eV
**ΔE to the lowest compared entry with this formula, charge and spin**: 287.0 kJ/mol
**Spin multiplicity**: 6
**Total charge**: +1
**Expectation value of S²**: 8.821
**LUMO (alpha / beta)**: -3.86 / -6.37 eV
**HOMO (alpha / beta)**: -0.4218 / -0.4210 Ha
**Electronic energy**: -86292.605 eV

The geometry in XYZ format:
```
72
Properties=species:S:1:pos:R:3:mulliken_charge:R:1
Ir -1.005 0.873 1.097 1.40
O -0.985 0.863 -1.489 -0.36
N -3.217 -2.549 -2.155 -0.82
N -2.553 -1.786 -2.941 1.31
O -1.384 -1.937 -3.216 -0.66
C -3.391 -0.679 -3.513 0.33
C -4.567 -0.242 -3.003 -0.41
C -5.177 0.850 -3.573 -0.55
C -4.611 1.548 -4.695 -0.42
C -3.409 1.025 -5.186 -0.56
C -2.806 -0.005 -4.541 0.03
H -4.986 -0.708 -2.108 0.44
H -6.246 1.178 -3.278 0.27
H -4.957 2.510 -5.090 0.39
H -2.830 1.595 -5.940 0.33
H -1.791 -0.346 -4.849 0.32
O -0.514 0.122 5.667 -0.60
C 0.694 0.506 5.842 0.71
C 1.248 0.551 7.166 -1.01
C 2.535 0.914 7.271 -0.15
C 3.374 1.191 6.200 -0.75
C 2.854 1.150 4.926 -0.39
C 1.465 0.782 4.752 -0.07
C 0.940 0.757 3.371 1.23
O -0.227 0.295 3.133 -0.94
N 1.751 1.251 2.474 -0.47
N 1.178 1.162 1.254 0.00
C 1.983 1.673 0.268 -0.77
S 3.500 2.224 0.800 0.08
C 4.405 2.281 -0.748 -0.62
C 3.542 2.812 -1.987 -0.58
S -0.274 2.215 -1.364 0.28
H -0.706 -0.164 4.773 0.31
H 0.628 0.296 8.004 0.49
H 3.004 0.938 8.293 0.31
H 4.449 1.510 6.223 0.35
H 3.424 1.399 4.032 0.38
H 4.666 1.209 -0.722 0.31
H 5.219 2.936 -0.590 0.53
H 3.801 2.352 -2.917 0.31
H 3.745 3.852 -2.070 0.54
O 2.175 2.887 -1.674 -0.55
C 1.625 1.737 -1.125 2.14
O -0.747 2.755 0.055 -0.70
C 1.767 0.389 -1.956 -0.09
C 1.908 -0.826 -1.301 -0.42
C 2.054 -1.948 -2.066 -0.86
C 2.251 -1.924 -3.429 -0.68
C 2.075 -0.709 -4.040 -0.54
C 1.820 0.505 -3.339 -0.23
N 2.140 -0.563 -5.503 1.01
O 2.305 -1.597 -6.185 -0.58
O 1.965 0.550 -5.997 -0.60
N 2.015 -3.230 -1.398 1.09
O 1.789 -4.159 -2.188 -0.58
O 2.009 -3.286 -0.184 -0.60
H 1.729 -0.945 -0.250 1.02
H 2.342 -2.854 -4.000 0.57
H 1.735 1.406 -3.953 0.81
N -3.456 0.175 2.929 -0.25
C -2.998 -1.007 2.424 0.80
C -3.482 -2.207 3.008 -0.98
C -3.066 -3.367 2.414 -0.38
C -2.180 -3.315 1.371 -0.77
C -1.600 -2.122 1.000 -0.19
N -1.956 -0.979 1.515 -0.07
H -4.166 0.137 3.578 0.21
H -2.830 0.944 2.822 0.10
H -4.019 -2.155 3.943 0.39
H -3.419 -4.327 2.761 0.42
H -1.772 -4.217 0.901 0.45
H -0.784 -2.152 0.294 0.53
```

Entry from OMol25: one molecule with the formula C3H4INO in a non-equilibrium geometry (ωB97M-V/def2-TZVPD).

Properties
**Gap between HOMO and LUMO**: 9.9 eV
**ΔE to the lowest compared entry with this formula, charge and spin**: 27.7 kJ/mol
**Spin multiplicity**: 1
**Total charge**: 0
**LUMO**: 0.18 eV
**HOMO**: -0.3565 Ha
**Electronic energy**: -14813.126 eV
**Structure (SMILES)**: C[C@H](I)N=C=O

The geometry in XYZ format:
```
10
Properties=species:S:1:pos:R:3:mulliken_charge:R:1
C 0.342 0.240 0.408 -0.10
C 0.418 -2.235 -0.111 0.45
C -0.671 1.077 -0.242 -1.19
N 0.136 -1.056 -0.073 -0.28
O 0.349 -3.357 -0.321 -0.39
I 2.246 1.057 -0.094 0.05
H 0.142 0.388 1.503 0.41
H -0.960 1.868 0.575 0.28
H -1.498 0.499 -0.448 0.37
H -0.502 1.520 -1.196 0.40
```